Arrangement i

The following is a DFT calculation (the ωB97M-V functional and the def2-TZVPD basis) of an isolated ion of composition C8H17N2O and charge +1.

Computed properties:
HOMO-LUMO gap ... 9.6 eV
Charge ... +1
LUMO energy ... -3.32 eV

Atoms and positions in Å:
C 1.993 0.056 -0.856
C -0.987 1.308 -2.288
C -0.490 -0.044 -1.740
C -0.901 2.154 -0.977
C 0.529 0.353 -0.544
C 0.819 0.289 2.025
C -0.996 -2.295 1.638
C 0.022 -0.294 0.801
N 0.325 1.746 -0.281
N 0.191 -1.809 0.809
O 2.830 0.867 -0.593
H 2.197 -1.003 -1.042
H -0.392 1.760 -3.093
H -1.993 1.342 -2.571
H -1.203 -0.684 -1.258
H -0.013 -0.627 -2.380
H -1.065 3.268 -1.010
H -1.649 1.837 -0.312
H 0.265 0.797 2.787
H 1.628 0.915 1.602
H 1.324 -0.675 2.530
H -1.874 -2.177 0.908
H -1.002 -3.282 1.898
H -0.935 -1.733 2.626
H -0.993 0.076 0.874
H 1.165 2.197 -0.794
H 1.129 -1.935 1.226
H 0.077 -2.410 0.015

=====

Arrangement ii

The following is a DFT calculation (the ωB97M-V functional and the def2-TZVPD basis) of an isolated ion of composition C8H17N2O and charge +1.

Computed properties:
HOMO-LUMO gap ... 7.2 eV
Charge ... +1
LUMO energy ... -4.33 eV

Atoms and positions in Å:
C -0.989 0.512 2.953
C -0.613 2.239 0.440
C -1.975 1.025 2.221
C 0.655 0.303 -0.381
C 0.279 -2.045 -0.614
C 2.471 -1.070 -1.225
C 0.432 -0.676 -2.717
C 0.958 -0.817 -1.285
N -0.094 1.355 -0.628
N -1.804 1.847 1.088
O -1.280 -0.380 4.036
H 0.104 0.905 2.918
H 0.095 2.501 1.253
H -0.955 3.125 -0.094
H -2.902 0.683 2.306
H 1.010 0.338 0.623
H -0.722 -2.218 -1.124
H -0.096 -1.725 0.468
H 0.882 -3.071 -0.666
H 3.200 -0.240 -1.406
H 2.843 -1.475 -0.227
H 2.832 -1.818 -1.984
H -0.657 -0.503 -2.592
H 0.568 -1.771 -3.055
H 0.951 0.086 -3.326
H -0.494 1.559 -1.541
H -2.620 2.232 0.561
H -2.079 -0.903 3.999

=====

Short version: arrangement i, arrangement ii, most stable first.

=====

Arrangement i

The following is a DFT calculation (the ωB97M-V functional and the def2-TZVPD basis) of a 2-piece molecular cluster, CH4N4 overall.

Computed properties:
HOMO-LUMO gap ... 11.2 eV
Charge ... 0
LUMO energy ... 0.90 eV

Atoms and positions in Å:
C 1.881 -0.391 -0.565
N 2.518 0.560 -0.568
N -0.864 -0.475 -0.985
N -0.739 -0.701 0.228
N -0.955 0.288 1.034
H 1.256 -1.214 -0.666
H -1.174 0.559 -1.134
H -1.137 1.189 0.607
H -0.787 0.186 2.050

=====

Arrangement ii

The following is a DFT calculation (the ωB97M-V functional and the def2-TZVPD basis) of a 2-piece molecular cluster, CH4N4 overall.

Computed properties:
HOMO-LUMO gap (alpha / beta) ... 8.9 / 8.8 eV
Charge ... 0
LUMO energy (alpha / beta) ... -0.98 / -1.13 eV

Atoms and positions in Å:
C 1.277 -0.278 -0.065
N -1.891 1.000 0.082
N 0.629 0.480 0.884
N -1.878 -0.159 -0.056
N -1.804 -1.238 -0.235
H 1.214 0.105 -1.051
H 1.059 -1.320 0.075
H 2.386 -0.045 0.087
H -0.992 1.455 0.279

=====

Arrangement iii

The following is a DFT calculation (the ωB97M-V functional and the def2-TZVPD basis) of CH4N4 as an isolated structure.

Computed properties:
HOMO-LUMO gap (alpha / beta) ... 8.6 / 9.2 eV
Charge ... 0
LUMO energy (alpha / beta) ... -1.07 / -0.52 eV

Atoms and positions in Å:
C 0.428 -0.287 1.186
N 0.995 0.806 1.777
N 0.448 1.594 0.824
N -0.264 0.484 0.389
N -0.491 -0.926 -2.202
H 0.566 -1.291 1.497
H -0.060 2.430 1.194
H -0.495 -1.844 -1.687
H -1.126 -0.966 -2.978

=====

Short version: arrangement i, arrangement ii, arrangement iii, most stable first.

=====

Arrangement i

The following is a DFT calculation (the ωB97M-V functional and the def2-TZVPD basis) of one molecule with the formula C8H15NO.

Computed properties:
HOMO-LUMO gap ... 9.7 eV
Charge ... 0
LUMO energy ... 0.59 eV

Atoms and positions in Å:
C -0.538 -1.414 1.514
C -0.744 -0.754 0.101
C -1.754 -1.536 -0.596
C 0.339 -0.106 -0.627
C 1.758 -0.034 -0.167
C -0.848 0.794 -0.064
C -0.519 1.717 1.061
C -1.955 1.304 -0.948
H -0.322 -2.524 1.243
H 0.291 -1.071 2.194
H -1.502 -1.378 2.101
H -1.997 -1.109 -1.611
H -2.730 -1.679 -0.151
H -1.461 -2.605 -0.898
H 0.279 -0.214 -1.694
H 2.461 -1.205 -1.803
H 3.561 -0.034 -0.715
H 0.307 1.311 1.699
H -1.379 1.747 1.777
H -0.295 2.669 0.589
H -2.989 1.152 -0.458
H -1.988 0.780 -1.936
H -1.862 2.432 -1.248
N 2.644 -0.138 -1.161
O 2.085 0.360 0.925

=====

Arrangement ii

The following is a DFT calculation (the ωB97M-V functional and the def2-TZVPD basis) of one molecule with the formula C8H15NO.

Computed properties:
HOMO-LUMO gap ... 10.9 eV
Charge ... 0
LUMO energy ... 0.73 eV

Atoms and positions in Å:
C -2.918 1.145 -0.189
C -1.883 0.109 0.204
C -1.102 -0.625 -0.910
C 0.193 -0.506 -0.060
C 0.454 -1.782 0.740
C 1.424 -0.074 -0.852
C 2.641 0.301 -0.048
N 2.722 0.737 1.147
C -0.532 0.591 0.776
H -2.484 1.887 -0.876
H -3.776 0.675 -0.693
H -3.297 1.679 0.695
H -2.338 -0.623 0.889
H -1.425 -1.641 -1.177
H -1.046 -0.017 -1.825
H 0.769 -2.596 0.069
H 1.239 -1.637 1.496
H -0.455 -2.109 1.265
H 1.722 -0.873 -1.547
H 1.175 0.800 -1.476
H -0.283 1.602 0.419
H -0.409 0.558 1.868
O 3.736 0.394 -0.818
H 1.829 0.671 1.628
H 4.046 1.333 -0.724

=====

Short version: arrangement ii, arrangement i, most stable first.

=====

Arrangement i

The following is a DFT calculation (the ωB97M-V functional and the def2-TZVPD basis) of one molecule with the formula C8H9NO3.

Computed properties:
HOMO-LUMO gap (alpha / beta) ... 5.8 / 5.8 eV
Charge ... 0
LUMO energy (alpha / beta) ... -1.75 / -1.75 eV

Atoms and positions in Å:
C -0.173 1.542 1.811
C -2.317 -2.634 1.184
C -1.743 -1.657 0.581
C -1.226 -0.635 1.472
C -0.550 0.499 1.034
C -0.157 0.653 -0.417
C 1.719 1.510 -1.861
C 1.062 1.523 -0.510
N -0.205 2.304 2.677
O -0.671 0.048 -1.336
O 1.681 3.267 2.948
O 0.489 3.076 3.469
H -2.650 -3.511 0.809
H -2.632 -2.671 2.155
H -1.623 -1.630 -0.461
H -1.361 -0.773 2.523
H 0.967 0.936 -2.432
H 2.650 0.925 -1.861
H 2.035 2.527 -2.226
H 1.686 1.454 0.483
H 0.703 2.467 -0.303

=====

Arrangement ii

The following is a DFT calculation (the ωB97M-V functional and the def2-TZVPD basis) of one molecule with the formula C8H9NO3.

Computed properties:
HOMO-LUMO gap (alpha / beta) ... 8.2 / 8.7 eV
Charge ... 0
LUMO energy (alpha / beta) ... 0.31 / 0.40 eV

Atoms and positions in Å:
C -2.648 1.173 0.396
C -3.011 -0.162 0.344
C -1.636 1.797 -0.120
C -2.227 -1.209 0.277
C 2.268 -0.029 0.182
C -0.065 -0.261 -0.603
C -0.755 -1.396 -0.044
C 3.507 0.842 0.065
N 1.310 0.058 -0.761
O 2.131 -0.856 1.063
O -0.647 -1.089 -1.496
O -0.238 -2.460 0.472
H -3.444 1.899 0.663
H -4.068 -0.445 0.406
H -1.307 2.757 -0.192
H -2.867 -2.127 0.239
H 4.250 0.567 0.691
H 3.918 0.758 -1.009
H 3.313 1.818 0.350
H 1.427 0.753 -1.411
H 0.789 -2.389 0.491

=====

Short version: arrangement ii, arrangement i, most stable first.

=====

Arrangement i

The following is a DFT calculation (the ωB97M-V functional and the def2-TZVPD basis) of one molecule with the formula C5H7F.

Computed properties:
HOMO-LUMO gap ... 10.4 eV
Charge ... 0
LUMO energy ... 1.11 eV

Atoms and positions in Å:
C 1.205 1.399 0.271
C 0.241 0.933 -0.494
C 0.267 -1.553 -1.482
C -0.083 -0.573 -0.619
C -1.025 -0.944 0.507
F -0.208 -2.804 -1.343
H 1.868 0.739 0.804
H 1.365 2.457 0.400
H -0.438 1.574 -1.034
H 0.923 -1.462 -2.336
H -1.632 -1.806 0.241
H -1.674 -0.105 0.748
H -0.451 -1.187 1.400

=====

Arrangement ii

The following is a DFT calculation (the ωB97M-V functional and the def2-TZVPD basis) of one molecule with the formula C5H7F.

Computed properties:
HOMO-LUMO gap ... 10.9 eV
Charge ... 0
LUMO energy ... 0.98 eV

Atoms and positions in Å:
C 0.062 -1.791 -0.319
C 0.384 -0.289 -0.651
C 0.301 0.684 0.429
C -0.958 0.850 0.998
C -2.042 1.425 1.184
H -0.976 -1.734 0.140
H -0.054 -2.391 -1.263
H 0.915 -2.071 0.334
H -0.256 -0.007 -1.547
H 0.637 1.642 0.126
H 1.076 0.447 1.290
H -2.961 1.838 1.190
F 1.682 -0.334 -1.124

=====

Short version: arrangement i, arrangement ii, most stable first.

=====

Arrangement i

The following is a DFT calculation (the ωB97M-V functional and the def2-TZVPD basis) of C26H23N2OPPtSe as an isolated structure.

Computed properties:
HOMO-LUMO gap ... 5.8 eV
Charge ... +2
LUMO energy ... -8.42 eV

Atoms and positions in Å:
Pt -0.590 -0.278 -0.237
C -3.544 5.521 -1.298
C -2.516 5.429 -0.369
C -1.746 4.280 -0.306
C -2.010 3.229 -1.187
C -3.048 3.318 -2.117
C -3.809 4.473 -2.171
P -0.934 1.806 -1.184
C -1.808 0.387 -1.936
C -1.383 -0.274 -3.125
C -2.234 -1.119 -3.801
C -3.512 -1.342 -3.301
C -3.960 -0.732 -2.117
C -3.129 0.111 -1.435
C 0.541 2.068 -2.123
C 0.812 3.143 -2.936
C 2.058 3.219 -3.584
C 3.011 2.260 -3.367
C 2.779 1.158 -2.505
C 3.766 0.193 -2.203
C 3.503 -0.815 -1.322
C 2.229 -0.945 -0.715
C 1.260 -0.037 -1.035
C 1.506 1.056 -1.897
H -4.147 6.419 -1.342
H -2.318 6.248 0.307
H -0.944 4.206 0.419
H -3.253 2.508 -2.806
H -4.607 4.558 -2.896
H -0.393 -0.063 -3.512
H -1.911 -1.616 -4.704
H -4.186 -1.994 -3.841
H -4.961 -0.931 -1.760
H -3.481 0.629 -0.548
H 0.076 3.926 -3.077
H 2.265 4.053 -4.239
H 3.980 2.344 -3.844
H 4.742 0.276 -2.664
H 4.264 -1.543 -1.078
H 2.057 -1.771 -0.043
Se -0.721 -2.722 -0.077
C -1.941 -3.227 -1.336
N -2.697 -3.556 -2.141
C 0.142 0.687 4.328
N 0.325 -0.708 3.909
C 0.792 -1.722 4.875
C 0.087 -1.054 2.681
O -0.341 -0.212 1.826
H 0.198 0.731 5.410
H -0.830 1.045 3.997
H 0.924 1.310 3.895
H 0.814 -1.271 5.861
H 1.795 -2.054 4.617
H 0.107 -2.566 4.893
H 0.233 -2.105 2.429

=====

Arrangement ii

The following is a DFT calculation (the ωB97M-V functional and the def2-TZVPD basis) of C26H23N2OPPtSe as an isolated structure.

Computed properties:
HOMO-LUMO gap (alpha / beta) ... 3.7 / 3.7 eV
Charge ... +2
LUMO energy (alpha / beta) ... -9.55 / -10.00 eV

Atoms and positions in Å:
Pt -0.247 0.023 -0.042
C 6.801 -1.200 0.265
C 6.068 -1.510 -0.872
C 4.734 -1.167 -0.964
C 4.135 -0.460 0.083
C 4.868 -0.159 1.236
C 6.199 -0.519 1.316
P 2.416 0.109 -0.019
C 1.748 -0.679 -1.530
C 1.295 0.042 -2.650
C 0.890 -0.648 -3.778
C 0.897 -2.038 -3.798
C 1.345 -2.754 -2.694
C 1.752 -2.083 -1.558
C 2.470 1.897 -0.323
C 3.680 2.530 -0.552
C 3.707 3.884 -0.889
C 2.540 4.603 -0.972
C 1.302 4.016 -0.641
C 0.113 4.775 -0.609
C -1.076 4.208 -0.222
C -1.120 2.857 0.139
C 0.004 2.047 0.039
C 1.254 2.629 -0.309
H 7.838 -1.488 0.333
H 6.543 -2.022 -1.696
H 4.182 -1.406 -1.861
H 4.398 0.361 2.059
H 6.768 -0.285 2.202
H 1.306 1.124 -2.646
H 0.560 -0.103 -4.650
H 0.552 -2.563 -4.676
H 1.362 -3.833 -2.713
H 2.099 -2.626 -0.689
H 4.604 1.973 -0.495
H 4.655 4.357 -1.090
H 2.551 5.639 -1.273
H 0.165 5.826 -0.852
H -1.973 4.806 -0.170
H -2.061 2.458 0.494
Se -3.391 1.232 -3.249
C -2.377 0.263 -2.219
N -1.693 -0.413 -1.541
C -2.498 -3.258 3.241
N -1.866 -2.417 2.254
C -2.535 -1.190 1.877
C -0.693 -2.707 1.734
O -0.042 -1.997 0.954
H -3.498 -3.546 2.917
H -2.581 -2.725 4.189
H -1.908 -4.157 3.401
H -3.474 -1.110 2.417
H -2.744 -1.192 0.801
H -1.909 -0.317 2.122
H -0.276 -3.676 2.035

=====

Short version: arrangement i, arrangement ii, most stable first.